# 1
C30H60Br2F3N4O9 | the ωB97M-V functional and the def2-TZVPD basis

The value obtained for the max |F| is 4.23 eV/A. As for the HOMO-LUMO gap: 6.38 eV. The net charge is +1.

Geometry as XYZ:
```
108
Properties=species:S:1:pos:R:3:lowdin_charge:R:1
C -4.547 6.778 1.664 -0.7359
C -1.875 3.031 -3.972 -0.0703
H -3.253 -0.244 0.636 0.1198
H 3.170 -1.281 -5.953 0.0915
H 1.841 -7.143 -3.289 0.0912
O -3.754 2.986 -0.264 -0.0993
H 2.760 -7.389 3.519 0.1224
N -7.023 3.258 -1.292 0.1655
C -2.007 5.551 -3.290 0.0009
H 0.212 -6.464 -3.091 0.0885
H -1.335 0.501 1.937 0.1007
N -5.236 3.577 -2.769 0.1931
Br -3.118 8.857 0.221 0.7187
H 3.122 0.938 3.283 0.1284
C 1.626 -7.146 7.539 -0.1114
C -5.630 3.586 -1.514 -0.2442
H -6.456 6.447 0.569 0.1299
H 2.742 -0.215 -4.583 0.0778
H 1.606 -2.414 2.605 0.0838
H 3.931 -8.025 4.684 0.1269
F -5.750 8.775 0.796 0.0134
H 5.317 -6.069 5.300 0.0890
H 0.403 -4.112 -2.333 0.1254
H 0.989 -3.236 -3.756 0.1200
C 2.516 0.528 2.468 -0.1996
C -3.833 3.873 -3.161 -0.2816
H -6.359 4.054 0.984 0.1330
H -1.024 3.293 1.941 0.0611
H -4.945 6.311 -0.451 0.1020
H 1.251 0.825 4.893 0.0889
H -1.268 2.187 -4.368 0.1194
H -1.309 3.038 0.180 0.0546
H 2.049 -2.344 -1.747 0.1179
C -5.404 6.073 0.550 -0.1256
H -1.554 6.553 -3.156 0.1142
H 2.113 -7.175 8.515 0.0900
H 4.830 -4.208 -1.218 0.0902
C 1.278 -6.293 -2.905 -0.1067
H 2.356 1.325 1.735 0.1119
C -4.242 1.759 0.300 -0.1716
C 1.870 -8.023 5.357 -0.2031
H 2.857 -3.347 1.733 0.0806
H 1.447 3.090 -6.247 0.1184
H -2.607 1.670 2.460 0.1075
H -5.888 3.352 -3.522 0.1764
H 4.028 -5.632 -0.521 0.0904
F -5.072 6.402 2.895 0.0007
H 2.076 -0.740 4.640 0.0868
C 3.027 -7.415 4.580 -0.2014
O 1.230 0.138 2.943 -0.2143
H 0.307 -0.649 4.587 0.0887
H 1.673 -9.026 4.965 0.1246
O 2.771 -4.109 -1.045 -0.2049
C -1.992 1.342 1.572 -0.2263
H 1.755 0.649 -6.601 0.1256
C 2.646 -2.750 2.627 -0.0919
H 2.791 -3.375 3.509 0.0855
C -1.283 4.379 -3.777 -0.0182
C 1.282 -3.930 -2.961 -0.2039
O 3.787 0.682 -6.155 -0.1863
H 1.454 -6.217 -1.829 0.0835
O 1.981 2.274 -4.460 -0.2190
H 4.346 -6.714 6.654 0.0848
H 3.211 3.542 -3.384 0.0883
H -7.450 2.982 -2.188 0.1129
C -4.601 8.365 1.443 -0.8092
H 3.934 -5.343 -2.267 0.0853
N -4.725 3.930 -0.492 -0.0921
H 0.554 -7.325 7.675 0.0880
H 2.639 -1.014 0.950 0.1194
H -2.370 0.812 -0.513 0.1205
H 2.837 1.979 -2.628 0.0872
N -3.172 2.810 -3.647 0.1091
H 0.054 2.188 0.986 0.0634
F -4.464 9.021 2.631 0.0592
C 3.073 2.472 -3.572 -0.1049
H -4.099 6.038 -2.564 0.1080
C -3.421 5.241 -2.953 0.0201
C 2.404 -3.297 -2.153 -0.2054
H -4.680 4.220 1.587 0.1224
C 2.317 2.588 -5.809 -0.2021
H 1.779 -6.156 7.103 0.0818
H 2.792 1.621 -7.656 0.1276
C 3.504 -0.442 -5.334 -0.1114
C 3.953 -4.860 -1.288 -0.1028
H 3.272 -3.089 -2.787 0.1224
C 2.610 1.333 -6.616 -0.2005
H -4.670 1.841 1.332 0.1301
C -5.358 4.485 0.728 -0.1235
C 3.233 -0.624 1.783 -0.2030
H 4.358 -4.973 6.317 0.0888
C 1.229 -0.120 4.340 -0.1037
H 3.160 3.284 -5.848 0.1282
H 4.179 -0.253 1.376 0.1255
H -0.198 4.509 -4.022 0.1034
H -4.963 1.188 -0.343 0.1286
O 1.708 -5.129 -3.594 -0.1907
O 3.555 -1.659 2.700 -0.1845
C 4.383 -5.963 5.861 -0.1083
H 3.999 2.048 -3.965 0.0876
Br -2.633 6.249 1.600 0.7511
O 2.189 -8.171 6.735 -0.1905
H -7.477 4.166 -1.093 0.1227
H 4.423 -0.727 -4.822 0.0915
O 3.275 -6.071 4.979 -0.2043
C -1.016 2.514 1.124 -0.1064
C -2.966 0.823 0.445 -0.1620
H 0.960 -7.429 5.230 0.1243
```

***

# 2
C30H84F3O15 | the ωB97M-V functional and the def2-TZVPD basis

The value obtained for the max |F| is 2.87 eV/A. As for the HOMO-LUMO gap: 6.25 eV. The net charge is -1.

Geometry as XYZ:
```
132
Properties=species:S:1:pos:R:3:lowdin_charge:R:1
H -1.784 -3.270 0.925 0.0974
C 0.662 -1.057 6.139 -0.3461
O 0.060 0.487 -0.091 -0.0966
O 2.469 2.640 -4.163 -0.0741
H -1.265 -5.794 1.489 0.0677
H -1.446 -0.447 1.026 0.1165
H 3.002 -4.157 -1.996 0.0712
C -1.491 -3.858 1.802 -0.3048
H 2.140 0.033 -3.684 0.0515
H 2.927 -4.953 0.971 0.1051
C 3.260 1.590 0.662 -0.0809
H 4.139 1.463 0.028 0.0755
H 2.718 -1.662 -4.673 0.0462
F 0.167 -1.747 -2.899 0.1204
H 1.116 2.099 -8.159 0.0677
C -0.483 -1.114 7.133 -0.0798
O 4.740 -4.789 -0.007 -0.0929
H 3.342 -3.270 0.364 0.1020
H 3.164 -3.220 -5.366 0.0784
H -1.437 -3.766 3.932 0.0722
H -3.017 -3.361 3.254 0.0758
H -0.398 -3.904 1.709 0.0898
H 0.163 -1.211 1.028 0.0929
H -0.754 1.480 -6.572 0.1034
H -0.597 1.424 2.401 0.0603
H -1.536 3.217 1.443 0.0734
O -6.004 -1.420 -1.430 -0.1093
H 1.663 -3.370 2.418 0.0562
F -0.198 -2.360 -0.846 0.0499
O -1.984 -5.216 1.743 -0.0844
H 4.425 2.566 2.137 0.1026
O -4.625 1.518 3.226 -0.0913
H -0.767 3.580 -6.765 0.0645
C 0.363 -1.359 -1.629 -0.5063
C -3.884 -2.148 -2.327 -0.0809
C -4.570 -1.056 -1.525 -0.2782
H 2.685 3.295 -4.830 0.0723
H -3.238 2.125 0.976 0.0549
H 3.455 4.605 1.724 0.0811
H -0.187 -0.103 3.171 0.0469
H 1.190 -2.034 3.483 0.0512
H 2.950 0.630 1.067 0.0578
O -0.073 0.851 -2.263 -0.0780
C 0.137 4.500 2.054 -0.0778
H 2.455 1.880 -0.029 0.0773
H 3.832 1.316 -5.061 0.1023
O 1.825 -0.611 6.793 -0.0773
H -4.404 1.479 -0.153 0.0574
H -4.819 2.813 0.868 0.0806
H 0.245 3.673 6.762 0.0761
H -4.452 3.127 -4.904 0.1011
C 3.194 -2.816 3.866 -0.2921
C -0.308 2.745 6.912 -0.0821
C 3.038 0.479 -3.257 -0.0960
H 0.803 -2.088 5.795 0.1030
H 2.269 -1.793 2.143 0.0720
H -1.414 -0.258 -1.447 0.1340
C 2.630 -4.663 -1.107 -0.0883
H -0.496 -0.209 7.743 0.0631
C -4.286 1.852 0.869 -0.0773
H 5.202 -4.661 0.829 0.0658
C 0.148 1.979 -6.186 -0.2944
C -0.021 0.504 2.274 -0.0650
H -2.878 -1.813 -2.595 0.0612
O 3.463 3.962 1.004 -0.0645
H -5.907 0.729 1.763 0.1123
H 4.342 2.133 -3.507 0.1041
H -1.434 -1.298 6.643 0.0733
C 1.307 1.734 -7.143 -0.0863
H -1.723 -2.182 3.167 0.0596
C -0.327 -0.003 -1.393 -0.5980
C 3.513 1.676 -4.073 -0.3051
C -3.272 1.624 -3.874 -0.0839
H -4.418 -2.389 -3.244 0.0726
H 1.565 -4.418 -1.032 0.0673
O 2.060 -1.738 -7.231 -0.0914
H -2.325 1.110 -4.034 0.0695
H 2.845 -3.605 4.538 0.1154
H 4.228 -1.173 4.102 0.0959
H 0.915 5.060 1.549 0.0639
H 1.590 -1.970 -8.034 0.0743
H 0.444 -0.387 5.305 0.0819
H -3.006 4.361 -3.673 0.0812
H -3.066 2.502 -5.804 0.0951
H 2.643 -5.744 -1.279 0.0764
O -2.568 3.902 -4.394 -0.0734
C 2.324 -2.622 -5.013 -0.0858
H 3.856 -0.253 -3.289 0.0776
H 0.510 -1.764 -5.770 0.1092
H 2.207 2.246 -6.802 0.0553
H 4.044 -3.225 3.311 0.1073
C -0.869 3.982 1.015 -0.3316
H -0.236 -1.909 7.842 0.0751
H -0.141 1.824 4.983 0.0913
C -0.923 2.270 5.611 -0.3374
C 2.028 -2.490 2.956 -0.0872
C 3.441 2.715 1.656 -0.3501
H -4.189 -0.988 -0.500 0.0931
C -0.365 -0.253 1.027 -0.2830
O 3.595 -1.681 4.617 -0.0765
H -3.382 1.898 -2.825 0.0671
O -0.234 3.459 -0.130 -0.0706
H -5.462 1.622 3.681 0.0704
H -0.446 5.132 2.734 0.0686
H -6.508 -0.663 -1.739 0.0613
H -3.792 -3.065 -1.742 0.0729
H 0.379 1.977 7.275 0.0596
H -1.628 1.458 5.845 0.1093
H -4.077 0.910 -4.121 0.0670
H 2.571 -0.734 6.189 0.0548
H -2.288 2.901 4.383 0.0685
O -0.123 3.402 -6.074 -0.0880
C -3.396 2.828 -4.814 -0.3219
H 1.031 0.799 2.327 0.0672
C -1.941 -3.254 3.111 -0.0810
H 2.731 2.626 2.487 0.0917
H 1.828 -3.086 -4.166 0.0618
H -4.275 0.001 1.924 0.0988
H -4.463 -0.099 -2.037 0.0738
H 2.811 0.753 -2.231 0.0565
H -1.512 4.807 0.693 0.1068
H 0.922 -3.299 -6.489 0.1077
O -1.680 3.302 5.011 -0.0734
C 3.369 -4.346 0.170 -0.3087
F 1.699 -1.396 -1.379 0.1135
H 0.075 2.546 0.050 0.0584
H 0.549 3.657 2.609 0.0470
H -1.072 2.891 7.676 0.0744
C 1.362 -2.351 -6.140 -0.3160
H 1.490 0.656 -7.201 0.0525
H 0.399 1.602 -5.192 0.1008
C -4.850 0.934 1.924 -0.2934
```

***

# 3
C2H14NO3 | the ωB97M-V functional and the def2-TZVPD basis

The value obtained for the max |F| is 4.92 eV/A. As for the HOMO-LUMO gap (spin up / spin down): 3.19 / 11.29 eV. The net charge is 0. The spin multiplicity is 2.

Geometry as XYZ:
```
20
Properties=species:S:1:pos:R:3:nbo_charge:R:1
H 3.637 3.084 -2.666 0.4645
C -0.825 -2.082 2.321 -0.5802
O 3.689 2.419 -1.852 -0.9390
H -0.385 1.098 1.537 0.2429
H 0.160 -1.154 0.729 0.4021
H -2.028 1.700 -3.519 0.4754
H -1.368 -0.818 0.758 0.3552
H -1.145 -1.485 3.247 0.1963
H 3.868 1.564 -2.430 0.4624
H 0.829 0.336 -1.336 0.4536
N -0.571 -1.007 1.429 -0.7997
C -0.120 0.180 2.145 -0.5565
O -1.622 0.860 -3.307 -0.9657
H 0.879 -0.170 2.463 0.2062
H -0.721 0.353 3.082 0.2084
H -2.226 0.345 -3.945 0.4730
O -0.085 -0.028 -1.250 -1.0549
H 0.062 -2.570 2.655 0.2185
H -1.660 -2.784 2.162 0.2377
H -0.369 0.157 -2.223 0.4997
```

***

# 4
C3H8O3Pb | the ωB97M-V functional and the def2-TZVPD basis

The value obtained for the max |F| is 5.45 eV/A. As for the HOMO-LUMO gap (spin up / spin down): 9.91 / 6.28 eV. The net charge is +1. The spin multiplicity is 2.

Geometry as XYZ:
```
15
Properties=species:S:1:pos:R:3:lowdin_charge:R:1
H -1.635 0.020 -0.948 0.1498
H -0.594 -2.511 0.687 0.1188
H -0.757 -2.410 -1.105 0.1192
O 2.983 1.548 0.021 -0.4094
C -0.636 1.409 0.390 -0.2923
C -0.118 -2.179 -0.243 -0.0375
O 0.504 1.818 -0.266 -0.3975
Pb 1.813 0.250 -0.907 1.5892
O 0.114 -0.770 -0.175 -0.4584
H -1.447 2.147 0.281 0.1434
C -1.066 0.009 -0.006 -0.1652
H -1.691 -0.427 0.786 0.1519
H 2.028 2.335 0.376 0.2467
H 0.852 -2.671 -0.360 0.0995
H -0.351 1.432 1.469 0.1418
```

***

# 5
C30H20BF4O20 | the ωB97M-V functional and the def2-TZVPD basis

The value obtained for the max |F| is 8.50 eV/A. As for the HOMO-LUMO gap: 6.16 eV. The net charge is -1.

Geometry as XYZ:
```
75
Properties=species:S:1:pos:R:3:lowdin_charge:R:1
O -19.548 -23.614 -23.672 0.0223
O -8.983 -25.682 -29.889 0.2133
C -15.748 -29.381 -32.440 -0.1793
H -15.770 -26.628 -26.500 0.1107
F -12.260 -26.055 -28.171 0.1481
H -9.634 -25.920 -29.346 0.0488
O -8.810 -33.312 -34.005 0.1391
C -11.347 -23.138 -24.516 -0.3898
C -5.878 -25.055 -27.116 -0.1742
H -14.227 -29.329 -31.419 0.0909
H -15.890 -28.362 -30.583 0.1227
C -10.277 -23.291 -23.514 -0.1850
B -12.877 -27.262 -28.053 -1.2650
C -17.410 -26.271 -26.122 -0.1273
C -10.703 -31.896 -30.479 -0.1051
C -16.475 -28.581 -31.478 0.0951
C -10.115 -24.551 -22.784 0.0935
F -13.457 -27.730 -29.243 0.0966
O -18.377 -27.284 -30.882 0.0923
H -9.211 -25.510 -27.092 0.1387
O -9.493 -22.181 -23.233 0.0262
C -10.431 -33.323 -30.436 -0.4599
H -12.883 -24.312 -25.666 0.1397
H -18.473 -29.954 -34.547 0.1124
O -16.601 -27.198 -26.791 0.0656
O -9.133 -30.679 -33.648 0.0746
C -11.925 -25.585 -24.085 -0.1414
C -17.810 -28.066 -31.660 -0.3365
H -10.463 -29.922 -31.631 0.0906
O -10.692 -34.118 -29.650 0.1884
H -20.495 -23.740 -23.474 0.1143
O -10.919 -26.670 -22.255 0.1326
H -13.048 -26.837 -25.235 0.1084
C -5.640 -24.956 -28.668 0.0806
C -9.517 -31.396 -32.711 -0.3661
O -7.541 -25.201 -25.356 -0.0470
C -7.218 -25.168 -26.683 -0.3665
C -10.160 -30.908 -31.505 0.1099
C -12.118 -24.302 -24.812 0.1007
H -5.216 -25.172 -25.426 0.1199
O -15.801 -30.378 -34.591 0.1170
C -19.584 -25.704 -25.003 -0.4140
H -11.586 -30.616 -29.191 0.1247
H -19.052 -27.412 -26.190 0.0768
O -4.851 -25.259 -26.313 0.1314
H -16.787 -23.405 -24.049 0.1825
C -8.118 -25.033 -29.142 -0.0440
H -19.956 -27.815 -32.316 -0.0038
O -6.548 -24.377 -30.787 0.0543
H -4.568 -24.792 -29.185 0.1622
C -9.838 -33.779 -31.714 0.1099
C -17.822 -29.557 -33.802 0.0876
H -9.282 -24.485 -22.099 0.1092
C -18.800 -26.510 -25.877 0.0739
C -17.262 -24.374 -24.638 0.0935
C -16.396 -29.876 -33.634 -0.3380
O -14.443 -29.665 -32.272 0.1347
C -8.294 -25.002 -27.535 0.0683
C -18.793 -24.571 -24.446 -0.0387
O -19.872 -28.440 -32.919 0.0961
H -9.814 -21.500 -23.943 0.1460
F -13.786 -27.260 -27.053 0.1629
O -15.349 -25.207 -25.534 0.1211
O -20.710 -26.008 -24.727 0.1237
C -16.540 -25.332 -25.366 -0.4153
O -11.228 -22.140 -25.212 0.0786
H -8.554 -32.683 -34.569 0.0418
C -18.469 -28.690 -32.865 -0.1129
F -11.773 -28.224 -27.720 -0.0198
H -9.634 -34.820 -31.895 0.0942
O -12.753 -26.654 -24.310 0.0780
O -11.658 -31.508 -29.568 0.0855
C -9.310 -32.875 -32.854 -0.1438
C -10.932 -25.764 -23.052 -0.3693
C -6.682 -24.802 -29.604 -0.3873
```

***

# 6
C3H6ClNO | the ωB97M-V functional and the def2-TZVPD basis

The value obtained for the max |F| is 4.40 eV/A. As for the HOMO-LUMO gap (spin up / spin down): 8.41 / 8.41 eV. The net charge is 0.

Geometry as XYZ:
```
12
Properties=species:S:1:pos:R:3:nbo_charge:R:1
C 0.390 -1.439 0.468 -0.6878
O -0.866 -0.542 -1.300 -0.6670
Cl 1.654 1.253 1.240 -0.1330
N -0.006 2.127 -0.676 -0.6531
H -1.832 -0.135 0.913 -0.0530
C -0.269 -0.270 -0.142 0.2807
H 0.580 -1.238 1.570 0.2532
H 1.221 -1.863 -0.012 0.2313
C 0.243 1.138 0.033 0.2952
H -1.283 0.285 -1.529 0.4950
H 0.486 2.935 -0.858 0.3982
H -0.319 -2.251 0.293 0.2404
```

***

# 7
C15H16MoN4O7P2S | the ωB97M-V functional and the def2-TZVPD basis

The value obtained for the max |F| is 0.88 eV/A. As for the HOMO-LUMO gap: 6.64 eV. The net charge is 0.

Geometry as XYZ:
```
46
Properties=species:S:1:pos:R:3:nbo_charge:R:1
C 0.243 -1.438 -1.150 0.0621
C -0.602 1.758 -3.939 -0.2214
O 1.010 -0.672 2.507 -1.1036
Mo 0.106 0.698 1.079 0.8249
H -2.732 -3.462 0.084 0.2272
P 3.261 0.884 0.373 2.5732
C 0.702 1.760 -1.907 -0.1080
H 2.773 2.309 -2.125 0.2497
C 1.827 2.167 -2.627 -0.1820
P 2.340 -1.257 2.109 2.5659
C 0.678 1.501 -0.488 0.1807
H 0.457 2.313 -5.722 0.2151
C -3.388 -1.832 2.096 -0.6740
O 3.866 1.316 1.749 -1.0080
H -3.720 -1.262 2.956 0.2616
H -4.212 -1.909 1.383 0.2279
H -1.545 1.607 -4.449 0.2164
H -3.127 -2.842 2.418 0.2310
O 3.548 -1.077 2.938 -1.1260
O 2.076 -2.762 1.677 -0.9837
O 2.604 -0.556 0.634 -1.1123
C -0.079 -2.596 -1.811 -0.2471
H 2.600 2.674 -4.552 0.2195
O 4.107 0.949 -0.808 -1.0684
H -1.383 1.272 -1.995 0.2251
H -1.442 -4.269 -1.877 0.2234
N -2.444 2.584 4.047 -0.7808
C 0.522 2.157 -4.653 -0.1899
N -1.735 -0.011 1.846 -0.2124
C -2.209 -1.166 1.468 0.2216
O 1.929 1.800 0.293 -0.8515
C -1.971 1.855 3.017 0.2884
N -0.451 -0.981 -0.084 -0.4099
C -0.516 1.567 -2.574 -0.1743
N -2.334 0.614 2.903 -0.4098
S -0.941 2.651 1.847 -0.0242
H -2.309 3.577 4.061 0.4070
C -1.882 -2.909 -0.288 -0.2141
H 0.521 -2.903 -2.655 0.2316
H 1.088 -0.842 -1.457 0.2237
C -1.167 -3.352 -1.373 -0.1692
H 2.888 -3.283 1.682 0.5154
H -3.149 2.175 4.636 0.4053
C 1.726 2.362 -3.995 -0.2119
C -1.506 -1.722 0.349 0.1361
H 3.973 0.551 2.375 0.5496
```

***

# 8
C4H8O | the ωB97M-V functional and the def2-TZVPD basis

The value obtained for the max |F| is 1.63 eV/A. Its SMILES is C[C@@H]1C[C@@H]1O. As for the HOMO-LUMO gap: 10.73 eV. The net charge is 0.

Geometry as XYZ:
```
13
Properties=species:S:1:pos:R:3:nbo_charge:R:1
H 1.017 -1.508 -0.166 0.2173
C -1.533 -0.244 -0.383 -0.6116
H -0.117 1.055 -1.473 0.2107
O 0.254 0.218 1.792 -0.7017
H 1.021 -0.063 2.344 0.4718
H -1.941 -0.697 -1.295 0.2073
H -1.475 -0.975 0.424 0.2219
C 1.137 -0.453 -0.462 -0.4598
C -0.154 0.353 -0.625 -0.2344
H -2.280 0.511 -0.115 0.2123
H 1.984 -0.297 -1.185 0.2215
H 1.312 1.524 0.584 0.1710
C 0.776 0.576 0.559 0.0737
```

***

Short version: ΔE to the lowest compared entry with this formula, charge and spin = 0.0; 55.0; 46.3; 8.8; 19.1; 95.9; 0.0; 27.4 kcal per mole, in the order given.
Short version: DFT total energy = -7522.329427; -2621.493767; -364.871839; -537.250143; -3084.126986; -707.961272; -2476.291762; -232.401892 a.u., in the order given.